128
Properties=species:S:1:pos:R:3:forces:R:3:lowdin_charge:R:1 method="wB97M-V/def2-TZVPD" homo_lumo_gap_ev=9.309 max_force_ev_per_a=4.4 e_above_lowest_kcal_mol=0.00 total_charge=0 homo_ev=-8.813
F -8.120 -20.773 -18.574 -0.30 -0.16 0.27 0.05
C -8.900 -21.557 -17.786 0.80 -2.27 -1.28 -0.27
C -8.874 -22.962 -18.027 0.22 1.32 0.18 0.00
C -9.653 -23.793 -17.231 -0.80 1.88 -0.42 -0.06
C -10.540 -23.116 -16.357 0.30 -1.92 1.19 -0.11
C -10.465 -21.789 -16.037 -0.55 -0.76 -0.43 -0.09
C -9.652 -21.016 -16.814 0.11 2.43 0.52 -0.05
H -8.266 -23.244 -18.874 0.08 -0.51 0.04 0.11
H -9.696 -24.861 -17.386 -0.08 0.04 0.07 0.08
H -11.253 -23.669 -15.763 -0.02 -0.49 -0.07 0.10
H -11.103 -21.402 -15.256 0.03 0.23 -0.10 0.11
H -9.626 -19.945 -16.682 0.13 0.18 0.06 0.12
F -13.925 -30.635 -14.026 0.15 0.17 -0.42 0.04
C -13.598 -29.876 -15.114 0.44 -0.29 1.43 -0.29
C -14.363 -29.976 -16.228 -1.10 -0.35 -0.49 -0.03
C -14.028 -29.194 -17.303 1.62 0.57 -0.81 -0.07
C -12.906 -28.352 -17.243 -0.44 0.90 0.49 -0.08
C -12.197 -28.163 -16.049 -0.70 -1.37 -0.01 -0.07
C -12.520 -29.029 -14.999 0.28 0.53 0.09 -0.02
H -15.225 -30.627 -16.232 -0.01 -0.10 -0.02 0.12
H -14.492 -29.243 -18.277 -0.51 -0.15 0.15 0.10
H -12.718 -27.729 -18.105 0.18 0.07 -0.10 0.08
H -11.404 -27.450 -15.877 0.04 0.03 -0.44 0.10
H -11.952 -29.039 -14.081 -0.05 0.12 0.14 0.12
F -0.649 -22.909 -22.474 -0.23 -0.86 0.05 0.04
C -1.427 -24.000 -22.196 -0.57 0.42 -0.06 -0.25
C -2.636 -23.774 -21.536 0.81 -0.92 -0.60 -0.01
C -3.398 -24.918 -21.316 -0.54 -0.31 -0.17 -0.09
C -3.039 -26.197 -21.759 0.21 0.02 0.87 -0.09
C -1.779 -26.392 -22.303 -0.78 0.24 -0.46 -0.09
C -1.047 -25.279 -22.593 1.69 1.33 0.16 -0.04
H -2.944 -22.774 -21.271 -0.01 -0.05 0.17 0.12
H -4.337 -24.843 -20.787 -0.17 0.14 0.01 0.09
H -3.696 -27.026 -21.542 -0.08 -0.01 0.04 0.09
H -1.314 -27.315 -22.615 -0.56 -0.40 0.15 0.11
H -0.080 -25.448 -23.043 0.15 0.40 -0.15 0.12
F -9.347 -28.556 -16.916 0.01 0.41 -0.26 0.06
C -8.473 -29.500 -16.591 1.74 -2.73 1.32 -0.27
C -8.937 -30.658 -15.905 -0.06 -0.45 -0.50 0.00
C -8.102 -31.747 -15.611 0.43 1.23 -0.41 -0.06
C -6.723 -31.625 -15.856 -1.49 -1.74 0.41 -0.12
C -6.254 -30.549 -16.494 -0.30 2.32 -1.55 -0.08
C -7.117 -29.477 -16.918 0.16 -0.51 0.09 0.02
H -10.001 -30.792 -15.782 -0.18 0.23 0.16 0.10
H -8.451 -32.720 -15.299 -0.49 0.24 0.31 0.10
H -6.085 -32.491 -15.756 0.10 -0.01 0.40 0.10
H -5.226 -30.615 -16.817 0.12 0.63 -0.11 0.10
H -6.730 -28.752 -17.617 0.04 0.34 0.16 0.09
F -12.651 -25.343 -19.314 -0.29 -0.22 -0.13 0.05
C -13.197 -24.204 -18.859 -0.93 0.78 1.99 -0.28
C -12.560 -23.016 -19.122 1.12 -0.68 -1.51 -0.04
C -12.931 -21.841 -18.560 -1.02 1.62 0.95 -0.09
C -14.009 -21.777 -17.685 -1.01 -1.47 0.23 -0.09
C -14.721 -22.958 -17.399 1.42 -0.39 -1.17 -0.06
C -14.277 -24.198 -17.961 -0.17 0.71 0.12 0.01
H -11.737 -23.027 -19.821 0.33 -0.05 0.05 0.08
H -12.433 -20.907 -18.774 0.35 -0.13 -0.24 0.11
H -14.391 -20.884 -17.213 0.37 0.33 -0.19 0.10
H -15.596 -22.878 -16.771 0.01 -0.40 0.12 0.09
H -14.755 -25.121 -17.670 -0.07 -0.12 -0.12 0.11
F -5.165 -23.819 -28.668 0.23 -0.10 -0.43 0.06
C -5.030 -23.708 -27.341 -1.10 -0.26 1.75 -0.30
C -4.608 -22.515 -26.792 0.67 -0.18 -1.93 -0.04
C -4.563 -22.362 -25.449 -0.20 -0.39 1.76 -0.10
C -4.943 -23.407 -24.606 -1.34 -1.22 -0.52 -0.08
C -5.433 -24.652 -25.131 1.16 1.77 -1.09 -0.04
C -5.499 -24.765 -26.540 0.97 0.71 -0.19 -0.02
H -4.210 -21.757 -27.451 -0.21 0.21 -0.10 0.12
H -4.241 -21.415 -25.040 0.05 0.01 0.14 0.11
H -5.059 -23.256 -23.543 0.49 0.03 0.14 0.09
H -5.625 -25.468 -24.450 -0.38 -0.04 -0.15 0.09
H -5.789 -25.596 -27.167 -0.35 -0.57 0.70 0.11
C -9.276 -26.606 -19.322 0.84 -0.31 -0.99 -0.22
S -8.437 -27.505 -20.733 -1.09 1.06 -0.12 0.86
O -9.634 -27.818 -21.595 0.45 -0.20 -0.04 -0.59
C -7.611 -26.142 -21.701 -0.73 0.10 -0.09 -0.22
H -8.475 -26.161 -18.732 -0.36 0.05 0.24 0.01
H -9.851 -27.364 -18.791 0.39 -0.05 0.02 0.03
H -9.989 -25.884 -19.718 0.34 0.20 -0.22 0.04
H -7.630 -26.536 -22.717 0.20 -0.38 0.04 0.04
H -6.602 -25.810 -21.458 -0.05 -0.44 0.47 0.03
H -8.270 -25.275 -21.756 -0.16 0.08 0.47 0.02
C -11.690 -24.759 -22.353 0.27 -0.24 -0.31 -0.24
S -10.798 -23.187 -22.506 1.06 -0.27 0.64 0.87
O -9.839 -23.233 -21.320 -0.66 0.17 -0.92 -0.59
C -9.770 -23.589 -24.003 -0.86 -0.38 0.74 -0.22
H -12.150 -25.041 -23.300 -0.02 0.03 -0.02 0.05
H -12.435 -24.753 -21.557 0.01 0.56 -0.13 0.03
H -10.957 -25.504 -22.045 0.20 -0.13 -0.23 0.04
H -9.247 -24.507 -23.734 0.19 0.06 -0.19 0.04
H -9.087 -22.780 -24.260 -0.13 0.01 0.36 0.06
H -10.457 -23.776 -24.828 -0.01 0.03 -0.03 0.04
C -12.745 -29.214 -20.791 -1.18 0.18 0.18 -0.01
O -13.577 -28.004 -20.698 0.19 0.51 -0.02 -0.05
C -14.055 -27.402 -21.825 0.79 -1.81 1.05 -0.56
O -13.829 -27.852 -22.925 -0.62 1.39 0.31 0.12
O -14.803 -26.349 -21.400 0.25 -0.20 -1.13 -0.01
C -15.284 -25.440 -22.405 -0.11 1.00 -0.51 -0.05
H -12.271 -29.379 -19.823 0.32 0.82 -0.09 0.07
H -12.031 -29.186 -21.615 -0.23 0.04 0.13 0.09
H -13.447 -30.048 -20.795 0.04 -0.15 -0.84 0.09
H -14.776 -25.528 -23.365 0.04 -0.43 0.16 0.09
H -15.167 -24.402 -22.093 0.77 -0.12 0.58 0.09
H -16.360 -25.414 -22.574 -0.13 -1.20 0.18 0.09
C -5.868 -25.556 -17.322 -0.99 -0.68 0.06 0.00
O -4.930 -26.632 -17.104 0.20 0.99 1.03 0.02
C -4.473 -27.280 -18.130 0.43 -1.50 -4.08 -0.61
O -4.937 -27.299 -19.286 0.47 0.54 2.28 0.05
O -3.393 -28.013 -17.803 0.84 -0.07 0.30 -0.01
C -2.617 -28.698 -18.860 -1.18 0.24 -0.37 0.00
H -6.399 -25.419 -16.380 0.28 -0.04 0.04 0.10
H -6.608 -25.895 -18.045 0.21 0.22 -0.16 0.06
H -5.431 -24.603 -17.621 0.43 -0.35 -0.10 0.10
H -3.291 -29.362 -19.401 -0.02 0.07 -0.01 0.09
H -1.796 -29.300 -18.472 -0.38 0.33 0.83 0.09
H -2.181 -28.004 -19.578 -0.28 0.33 0.21 0.08
C -8.632 -24.171 -28.013 1.07 -0.16 -1.05 -0.05
O -9.798 -24.726 -27.437 -1.00 0.20 0.62 0.00
C -9.680 -25.707 -26.539 1.25 -2.01 0.98 -0.52
O -8.609 -26.248 -26.196 -3.29 1.52 -0.68 0.08
O -10.970 -26.046 -26.110 2.29 1.84 -1.68 -0.04
C -11.143 -27.081 -25.182 -0.33 -0.66 0.75 -0.06
H -8.103 -23.423 -27.422 -0.02 -0.57 0.74 0.10
H -8.839 -23.606 -28.922 -0.98 -0.24 0.03 0.10
H -8.000 -24.990 -28.357 0.38 0.16 0.44 0.09
H -10.527 -26.941 -24.294 0.25 -0.28 -0.12 0.08
H -11.025 -28.058 -25.649 0.41 0.01 0.11 0.10
H -12.184 -27.026 -24.863 0.01 0.11 -0.04 0.08

***

116
Properties=species:S:1:pos:R:3:forces:R:3:lowdin_charge:R:1 method="wB97M-V/def2-TZVPD" homo_lumo_gap_ev="3.013 / 7.108" max_force_ev_per_a=6.8 total_charge=-2 homo_ev="0.642 / -3.453" spin_multiplicity=2
O -29.681 0.821 5.585 -0.11 3.55 -0.64 0.03
C -29.487 -0.354 5.692 -2.16 -5.89 2.56 -0.46
O -28.444 -1.028 5.158 2.58 -1.55 -1.24 0.13
B -28.418 -2.462 5.557 -3.22 2.89 0.78 -0.90
O -29.720 -2.592 6.268 1.11 -2.48 -0.22 0.14
C -30.320 -1.420 6.417 2.35 4.22 -2.41 -0.48
O -31.424 -1.231 6.900 -2.22 -0.29 1.48 0.00
O -27.347 -2.789 6.486 1.66 -1.74 -0.33 0.24
C -26.774 -3.938 6.140 0.21 1.13 1.00 -0.29
O -25.821 -4.432 6.732 -1.28 -0.06 -1.10 0.09
C -27.462 -4.423 4.809 1.10 -0.14 -1.10 -0.30
O -28.334 -3.459 4.462 1.26 -1.69 0.01 0.19
O -27.072 -5.383 4.147 -1.21 1.82 1.26 0.10
O -29.965 3.326 4.836 0.04 1.39 -0.61 -0.09
H -29.748 2.400 4.941 0.05 -1.09 0.41 -0.04
H -30.704 3.467 5.427 -0.04 -0.14 0.16 0.02
C -30.072 -2.303 9.951 1.01 -0.50 -0.39 -0.21
C -28.657 -2.887 9.606 -2.16 1.57 0.73 -0.17
O -27.717 -1.961 10.204 0.39 -0.76 -0.72 -0.08
O -30.354 -2.443 11.352 -0.76 -0.40 -0.07 -0.08
H -30.844 -2.779 9.348 -0.14 -0.48 0.47 0.12
H -30.152 -1.264 9.632 0.39 0.20 0.18 0.10
H -28.615 -2.925 8.517 0.69 0.29 0.19 0.10
H -28.596 -3.895 10.017 0.29 -0.06 0.08 0.11
H -27.841 -2.004 11.155 0.08 -0.07 -0.02 0.05
H -29.624 -2.206 11.928 0.11 0.25 -0.43 0.05
C -22.443 -4.466 7.705 -1.03 -0.18 0.00 -0.24
C -22.800 -5.390 8.889 0.35 -0.45 -0.60 -0.17
O -23.949 -6.234 8.495 0.87 1.36 0.54 -0.09
O -23.406 -3.446 7.592 0.17 0.12 0.23 -0.07
H -22.539 -5.061 6.797 0.74 -0.28 -0.17 0.11
H -21.507 -3.910 7.758 0.37 -0.72 0.33 0.12
H -22.945 -4.739 9.752 -0.83 -0.13 0.10 0.11
H -22.012 -6.083 9.181 0.40 0.06 -0.30 0.11
H -23.920 -7.039 9.018 -0.10 0.03 0.10 0.09
H -24.177 -3.895 7.239 -0.88 0.39 -0.01 0.02
C -29.485 -7.349 3.115 2.43 2.49 0.75 -0.29
C -28.394 -7.323 1.974 -2.76 -0.01 -0.31 -0.16
O -28.893 -6.506 0.832 1.01 -0.84 1.60 -0.08
O -30.778 -7.595 2.774 -1.90 -1.96 -1.60 -0.05
H -29.588 -6.368 3.579 1.14 0.65 -0.13 0.10
H -29.072 -7.931 3.940 -0.01 -0.84 -0.06 0.11
H -28.292 -8.341 1.600 0.14 -0.20 -0.04 0.10
H -27.451 -7.000 2.416 -0.20 0.37 -0.15 0.09
H -28.093 -6.232 0.377 0.01 0.21 -0.15 0.06
H -31.315 -7.706 3.562 0.10 0.12 0.01 0.08
C -35.113 1.163 9.524 1.98 0.27 -0.37 -0.25
C -34.231 0.452 8.476 -1.15 -1.96 0.55 -0.23
O -33.074 -0.170 9.060 -1.25 1.45 0.61 -0.07
O -34.328 2.129 10.197 -0.67 0.76 0.52 -0.08
H -35.532 0.435 10.218 0.18 -0.27 0.20 0.10
H -35.968 1.658 9.064 0.17 0.17 -0.25 0.11
H -34.054 0.966 7.531 0.33 0.47 0.35 0.12
H -34.923 -0.363 8.262 -0.12 -0.46 -0.87 0.10
H -32.530 -0.541 8.362 0.63 -0.21 -0.80 0.03
H -33.463 1.753 10.376 0.18 -0.33 -0.18 0.07
C -24.556 -2.759 3.323 -1.01 1.62 -0.72 -0.23
C -25.213 -3.287 2.049 -0.03 -0.78 0.72 -0.22
O -24.479 -4.348 1.423 -0.17 0.51 -0.16 -0.07
O -23.488 -1.867 3.097 1.51 -0.47 0.13 -0.07
H -24.262 -3.521 4.045 0.28 -0.19 -0.32 0.13
H -25.307 -2.148 3.824 -0.61 -0.24 0.28 0.11
H -25.422 -2.513 1.311 0.55 0.15 -0.05 0.12
H -26.209 -3.623 2.337 -0.17 -0.37 0.07 0.09
H -24.252 -4.970 2.118 -0.03 -0.11 0.09 0.08
H -23.713 -1.143 2.508 -0.46 -0.08 0.05 0.08
C -32.290 -4.547 5.586 -0.24 0.57 -1.68 -0.22
C -33.046 -5.167 4.390 0.27 -0.16 2.05 -0.24
O -34.394 -4.773 4.527 -1.07 0.11 -0.79 -0.08
O -32.801 -4.960 6.861 0.32 -0.25 -0.96 -0.05
H -32.505 -3.498 5.384 0.59 0.43 0.77 0.12
H -31.224 -4.741 5.462 -0.05 0.04 0.65 0.11
H -32.939 -6.243 4.535 -0.16 -0.46 -0.66 0.10
H -32.699 -4.793 3.427 0.20 -0.21 0.18 0.12
H -34.714 -4.912 5.421 0.15 -0.27 -0.08 0.06
H -33.696 -4.613 6.871 0.07 0.23 0.51 0.06
C -29.742 -2.781 1.152 -0.79 1.15 0.99 -0.19
C -29.936 -1.250 1.488 0.31 -0.73 -0.16 -0.22
O -29.618 -0.478 0.333 -0.07 -0.02 -0.51 -0.09
O -30.192 -3.621 2.244 0.29 0.81 -1.46 -0.07
H -28.698 -2.927 0.873 0.23 -0.21 0.28 0.10
H -30.314 -3.007 0.252 -0.26 -0.14 0.19 0.11
H -29.265 -0.912 2.278 0.01 -0.43 0.42 0.10
H -30.953 -0.991 1.780 -0.17 -0.57 0.22 0.12
H -30.024 0.376 0.499 0.21 0.17 -0.21 0.08
H -29.531 -3.537 2.935 0.17 -0.04 0.39 0.04
C -25.159 -8.420 6.175 0.00 -1.24 -0.49 -0.26
C -26.604 -7.976 6.437 1.59 1.69 -1.14 -0.22
O -26.663 -7.140 7.592 -0.83 -1.58 0.55 -0.07
O -24.209 -7.405 5.940 -0.66 0.13 -0.30 -0.07
H -25.150 -9.083 5.310 -0.12 0.13 -0.40 0.11
H -24.729 -9.058 6.947 -0.46 -0.18 0.72 0.11
H -27.295 -8.807 6.298 -0.13 -0.13 1.33 0.11
H -26.879 -7.328 5.605 0.13 0.04 -0.43 0.09
H -26.064 -6.402 7.455 -0.03 0.45 -0.21 0.02
H -24.274 -6.869 6.734 0.56 0.61 0.24 0.02
C -27.338 1.682 8.001 -2.55 -1.73 -0.81 -0.25
C -28.619 1.158 8.768 0.03 0.13 0.28 -0.19
O -29.698 2.114 8.922 0.89 0.07 -0.52 -0.08
O -26.479 2.487 8.704 1.07 1.45 1.19 -0.06
H -27.728 2.241 7.150 -0.09 0.21 -0.04 0.11
H -26.835 0.828 7.547 0.07 -0.27 0.18 0.12
H -28.437 0.829 9.791 0.87 -0.15 0.08 0.10
H -29.051 0.282 8.285 0.12 0.20 -0.49 0.09
H -29.230 2.911 9.181 -0.25 0.37 0.10 0.06
H -25.727 2.010 9.063 -0.27 -0.26 -0.04 0.09
C -26.779 1.149 3.118 -0.75 -0.23 -0.47 -0.24
C -25.673 1.314 4.115 0.02 0.18 1.54 -0.25
O -24.456 1.807 3.593 0.57 -0.10 -1.05 -0.07
O -27.103 2.359 2.466 0.13 0.51 -0.39 -0.06
H -27.707 0.783 3.556 0.34 -0.23 0.84 0.10
H -26.598 0.393 2.353 0.64 0.07 -0.22 0.12
H -25.493 0.398 4.679 -0.12 -0.47 -0.21 0.11
H -25.951 2.034 4.884 -0.73 0.09 0.06 0.12
H -23.978 2.243 4.303 -0.10 -0.10 -0.05 0.08
H -27.744 2.796 3.032 -0.14 0.23 0.00 0.07

***

9
Properties=species:S:1:pos:R:3:forces:R:3:lowdin_charge:R:1 method="wB97M-V/def2-TZVPD" homo_lumo_gap_ev=9.721 max_force_ev_per_a=2.8 e_above_lowest_kcal_mol=34.06 total_charge=0 homo_ev=-8.866
Si 0.442 1.100 -0.081 -1.44 -0.51 -1.13 0.57
C -0.509 -0.536 -0.369 -0.62 -0.42 -0.37 -0.80
S 0.325 -1.898 0.504 0.54 -0.98 -2.35 0.61
H 1.312 1.188 -1.312 0.43 0.01 1.00 -0.06
H 0.796 0.885 1.353 0.54 0.64 -0.39 -0.07
H -0.509 2.258 -0.330 0.42 -0.36 0.48 -0.08
H -1.603 -0.466 -0.049 1.42 -0.28 -0.81 0.04
H -0.352 -0.961 -1.410 -0.82 1.04 0.93 0.02
H 0.098 -1.570 1.694 -0.49 0.86 2.64 -0.23

***

10
Properties=species:S:1:pos:R:3:forces:R:3:lowdin_charge:R:1 method="wB97M-V/def2-TZVPD" homo_lumo_gap_ev=10.063 max_force_ev_per_a=2.3 e_above_lowest_kcal_mol=28.05 total_charge=0 homo_ev=-8.972
H -1.034 -2.031 0.964 -0.62 0.17 0.65 0.02
N -1.285 -1.095 0.646 0.98 0.51 -0.13 0.05
C -0.166 -0.449 0.646 -0.45 -1.96 -1.04 -0.35
N 0.032 0.708 -0.045 -0.24 0.95 0.56 -0.09
C 1.122 0.818 -1.029 -0.70 0.28 0.77 -0.09
H 0.705 -0.969 1.052 0.41 0.56 -0.11 0.12
H -0.853 1.058 -0.376 -0.09 0.01 -0.19 0.11
H 0.814 1.594 -1.732 0.19 -0.17 -0.03 0.08
H 1.210 -0.133 -1.540 0.47 -0.06 -0.31 0.07
H 2.042 1.150 -0.543 0.04 -0.29 -0.18 0.08